(1)
Here is C33H21ClN7O10PRe as an isolated structure at a distorted geometry from OMol25. Energies are from wB97M-V/def2-TZVPD.

```
74
Properties=species:S:1:pos:R:3:mulliken_charge:R:1
Re 0.5073 0.5473 -0.0871 0.97
Cl -2.3638 0.3823 -1.9013 -0.12
C -2.9823 -1.1715 -1.4118 0.98
C -4.0860 -1.6232 -2.1515 -0.68
C -4.7400 -2.8019 -1.8192 -0.64
C -4.2596 -3.5910 -0.7792 -0.83
C -3.1511 -3.1719 -0.0426 -0.45
C -2.5057 -1.9606 -0.3698 0.13
P -1.1967 -1.3518 0.7188 0.37
C -2.2654 -0.8854 2.1218 1.12
C -2.0976 -1.4497 3.3729 -0.51
C -2.9162 -0.9863 4.4250 -0.62
C -3.9207 -0.0588 4.1877 -0.60
C -4.0411 0.5310 2.9215 -0.63
C -3.2196 0.1320 1.8755 -0.57
C -0.0946 -2.7112 1.1778 1.20
C -0.0331 -3.8343 0.3567 -0.66
C 0.7395 -4.9283 0.7683 -0.87
C 1.5581 -4.8428 1.8940 -0.65
C 1.5674 -3.6633 2.6448 -0.78
C 0.7753 -2.5778 2.2789 -0.43
H -4.3906 -0.9720 -2.9848 0.45
H -5.6142 -3.1163 -2.4076 0.37
H -4.6867 -4.5557 -0.4992 0.41
H -2.7919 -3.7116 0.8157 0.53
H -1.4047 -2.2700 3.5551 0.47
H -2.7559 -1.4002 5.4186 0.43
H -4.5922 0.2186 4.9923 0.37
H -4.7524 1.3411 2.7617 0.38
H -3.3319 0.5514 0.8661 0.26
H -0.5158 -3.8378 -0.6184 0.44
H 0.7219 -5.8535 0.1989 0.43
H 2.2099 -5.6764 2.1651 0.39
H 2.2200 -3.5592 3.5100 0.43
H 0.7801 -1.6627 2.8871 0.32
O -0.1616 -2.4630 -2.6903 -0.66
C 0.5034 -1.4871 -2.3911 0.01
O 0.8722 -1.1937 -1.1551 -0.62
C 1.0031 -0.5466 -3.3999 0.83
C 1.3829 -0.9801 -4.6824 -0.47
C 2.0129 -0.0117 -5.4800 -0.27
C 2.2041 1.3118 -5.1266 -0.62
C 1.8670 1.6733 -3.7903 -0.75
C 1.0948 0.8206 -2.9432 1.22
O 0.3813 1.3020 -1.9588 -0.80
N 2.1115 3.0481 -3.4315 0.94
O 2.2719 3.7538 -4.4232 -0.65
O 2.1736 3.3929 -2.2624 -0.56
N 2.6014 -0.5111 -6.7312 1.04
O 2.4491 -1.6882 -6.9867 -0.62
O 3.1821 0.3144 -7.4230 -0.63
H 1.2012 -2.0163 -5.0126 0.57
H 2.6051 2.0268 -5.8415 0.58
C 1.9980 5.7269 1.0348 -1.10
N 2.2357 4.3141 0.7969 0.23
C 3.5250 3.8360 0.7060 -0.26
C 3.8206 2.5272 0.4104 -1.03
C 2.7624 1.6533 0.1980 0.81
O 2.7263 0.3712 -0.0257 -0.75
N 1.5007 2.2152 0.1964 0.86
C 1.1386 3.4480 0.5928 0.34
O -0.0172 3.7677 0.7728 -0.68
H 2.2851 5.9462 2.0701 0.36
H 0.9385 5.9106 0.9019 0.35
H 2.6310 6.3518 0.3786 0.35
H 4.3040 4.5627 0.8836 0.51
H 4.8677 2.2047 0.3792 0.45
O 0.3447 0.8186 1.7748 0.14
N 1.2463 1.2743 2.7280 -0.60
C 0.6683 2.0616 3.5853 0.95
C 1.4003 2.8385 4.5118 -0.17
N 2.0963 3.4883 5.1614 -0.47
C -0.7443 2.1566 3.7689 0.23
N -1.8536 2.3023 4.0624 -0.45
```

Its multiplicity is 4. For the LUMO energy (spin up / spin down), the calculation gives -1.7 / -1.6 eV. As for the highest occupied orbital energy (spin up / spin down): -8.447 / -9.230 eV. The calculation puts the energy relative to the best compared isomer or geometry (same formula, charge and spin) at 0.0 kcal/mol. The calculation puts the maximum force at 0.10156 Eh/bohr.

(2)
Here is C33H22F9MoNPS3SbSe3Te as an isolated structure at a distorted geometry from OMol25. Energies are from wB97M-V/def2-TZVPD.

```
75
Properties=species:S:1:pos:R:3:mulliken_charge:R:1
Mo -0.0112 0.4016 0.3517 -0.76
Se -1.5602 0.1583 2.3338 0.01
Se -0.5905 0.3979 4.4369 -0.34
Te 1.8952 0.2873 3.9516 -0.13
Se 1.7889 1.4353 1.6830 -0.12
S -1.9480 -3.1885 -4.1644 -0.65
Sb -0.5141 -1.4615 -4.2990 0.23
S -0.6198 -0.6213 -1.9128 -0.09
S 1.0236 0.5712 -1.9480 -0.43
F 5.7290 -4.6603 4.5692 -0.27
C 6.0472 -3.8999 3.4992 0.80
F 6.7693 -4.6954 2.6736 -0.26
F 6.8821 -2.9378 3.9334 -0.28
C 4.8297 -3.3516 2.8204 0.36
C 4.7736 -2.0278 2.4201 -0.90
C 3.6336 -1.5502 1.7890 -0.30
C 2.5511 -2.3884 1.5582 0.16
C 2.6336 -3.7285 1.9400 -0.61
C 3.7629 -4.2093 2.5733 -1.22
P 1.0874 -1.8103 0.5831 2.36
C 1.7274 -2.7106 -0.8908 1.38
C 1.2573 -3.9184 -1.3967 -0.33
C 1.8077 -4.4517 -2.5507 -1.14
C 2.8303 -3.7718 -3.2033 0.48
C 3.3595 -2.6036 -2.6698 -1.11
C 2.8162 -2.0850 -1.5061 -1.00
C 3.3324 -4.3112 -4.5075 0.74
F 4.3692 -3.6092 -5.0017 -0.30
F 2.3674 -4.2879 -5.4636 -0.24
F 3.7341 -5.5951 -4.4190 -0.27
C -0.2402 -2.8409 1.2910 0.57
C -1.3348 -3.2502 0.5290 -0.43
C -2.4484 -3.7900 1.1474 -1.27
C -2.4928 -3.8872 2.5312 0.36
C -1.4300 -3.4460 3.3043 -1.02
C -0.3106 -2.9249 2.6828 -0.37
C -3.6977 -4.5050 3.1685 0.74
F -3.6929 -5.8560 3.0169 -0.27
F -4.8503 -4.0707 2.6213 -0.26
F -3.7732 -4.2708 4.4907 -0.28
H 5.6118 -1.3712 2.6096 0.49
H 3.5918 -0.5177 1.4649 0.52
H 1.8121 -4.3998 1.7286 0.49
H 3.8270 -5.2471 2.8740 0.42
H 0.4531 -4.4458 -0.9015 0.43
H 1.4143 -5.3668 -2.9718 0.40
H 4.1807 -2.0992 -3.1593 0.45
H 3.2385 -1.1941 -1.0655 0.42
H -1.3244 -3.1392 -0.5487 0.64
H -3.2937 -4.1205 0.5571 0.47
H -1.4897 -3.4759 4.3833 0.44
H 0.5115 -2.5579 3.2853 0.26
C -5.5185 1.4494 -0.1425 -0.55
C -4.9165 2.6981 -0.2346 -0.61
C -3.5406 2.8167 -0.2813 -0.20
C -2.7144 1.6813 -0.2425 0.26
C -3.3381 0.4286 -0.1574 0.08
C -4.7192 0.3197 -0.1052 -1.10
N -1.3174 1.8163 -0.2572 0.54
C -0.8299 2.8452 -1.0928 -0.13
C -1.3192 3.0031 -2.3977 0.28
C -0.7435 3.9206 -3.2570 -0.80
C 0.3103 4.7186 -2.8311 -0.43
C 0.7641 4.6061 -1.5250 -0.77
C 0.1983 3.6840 -0.6599 -0.70
H -6.5964 1.3599 -0.0938 0.38
H -5.5313 3.5900 -0.2607 0.37
H -3.0777 3.7933 -0.3288 0.47
H -2.7475 -0.4774 -0.1834 0.27
H -5.1706 -0.6633 -0.0431 0.45
H -2.1257 2.3632 -2.7330 0.53
H -1.1146 4.0036 -4.2720 0.36
H 0.7737 5.4232 -3.5108 0.38
H 1.5682 5.2430 -1.1759 0.41
H 0.5344 3.6091 0.3661 0.57
```

Its multiplicity is 4. For the LUMO energy (spin up / spin down), the calculation gives 0.5 / 0.7 eV. As for the highest occupied orbital energy (spin up / spin down): -3.779 / -4.920 eV. The calculation puts the energy relative to the best compared isomer or geometry (same formula, charge and spin) at 37.3 kcal/mol. As for the total charge: -1. The calculation puts the maximum force at 0.04269 Eh/bohr.

(3)
Here is C33H23BrF6N2O6PS2V as an isolated structure from OMol25. Energies are from wB97M-V/def2-TZVPD.

```
75
Properties=species:S:1:pos:R:3:mulliken_charge:R:1
V -0.9540 -0.0123 0.3721 -0.46
F -5.7140 2.1726 -0.6823 -0.19
C -4.5399 2.1372 -0.0966 0.64
F -4.4920 2.9703 0.9242 -0.19
F -3.5822 2.4599 -0.9737 -0.15
S -4.2127 0.4257 0.5201 1.13
O -2.8020 0.5236 0.9891 -1.06
O -5.1621 0.1386 1.5231 -0.57
N -4.3326 -0.5078 -0.7254 -0.65
S -3.1924 -1.0226 -1.6465 1.28
O -1.8995 -0.3247 -1.3259 -0.15
O -3.0918 -2.4307 -1.7524 -0.68
C -3.6158 -0.3436 -3.3280 0.69
F -4.9053 -0.5001 -3.5238 -0.19
F -2.9259 -1.0170 -4.2264 -0.16
F -3.2926 0.9400 -3.3721 -0.17
C 4.7998 2.2342 0.1018 -0.61
C 3.6823 2.2984 0.9223 -1.19
C 2.5539 1.5519 0.6202 0.29
C 2.5391 0.7423 -0.5138 0.73
C 3.6627 0.6909 -1.3461 -0.53
C 4.7891 1.4327 -1.0322 -0.91
P 1.1716 -0.3397 -0.9559 2.48
C 0.8313 -0.0612 -2.6966 0.73
C 1.0151 1.2035 -3.2589 -0.57
C 0.7753 1.4000 -4.6086 -1.01
C 0.3625 0.3367 -5.4018 -0.65
C 0.1847 -0.9234 -4.8465 -0.85
C 0.4072 -1.1248 -3.4942 -0.56
C 1.6025 -2.0729 -0.7691 -0.28
C 2.6544 -2.8041 -1.2543 -0.11
C 2.6748 -4.1961 -1.0204 -1.05
C 1.6672 -4.8250 -0.3317 -0.81
C 0.5782 -4.0867 0.1860 1.01
C -0.5071 -4.6251 0.9294 -0.97
C -1.4954 -3.8210 1.4293 -1.30
C -1.4657 -2.4152 1.2326 0.10
C -0.4471 -1.9080 0.4685 1.39
C 0.5829 -2.7029 -0.0481 -1.07
H 5.6808 2.8135 0.3435 0.44
H 3.6903 2.9264 1.8033 0.54
H 1.6893 1.6203 1.2657 0.23
H 3.6548 0.0896 -2.2473 0.45
H 5.6563 1.3896 -1.6771 0.47
H 1.3894 2.0213 -2.6552 0.68
H 0.9342 2.3749 -5.0498 0.49
H 0.1923 0.4887 -6.4594 0.46
H -0.1278 -1.7521 -5.4674 0.52
H 0.2675 -2.1124 -3.0707 0.38
H 3.4604 -2.3434 -1.8104 0.49
H 3.5044 -4.7770 -1.3996 0.44
H 1.7052 -5.8956 -0.1745 0.51
H -0.5428 -5.6918 1.1122 0.49
H -2.3085 -4.2434 2.0031 0.55
H -2.2395 -1.8121 1.7034 0.71
Br -0.6198 2.9984 3.1413 -0.12
C -0.2714 1.7065 4.4866 0.37
C -0.5499 2.0919 5.7845 -0.89
C -0.2552 1.2395 6.8391 -0.52
C 0.3427 0.0096 6.6086 -0.83
C 0.6314 -0.3719 5.3141 -0.66
C 0.3125 0.4606 4.2340 0.24
C 0.6359 -0.1036 2.9212 0.72
O 1.4487 -0.9186 2.6361 -0.46
O -0.2455 0.3072 1.8791 0.58
H -0.9880 3.0620 5.9714 0.47
H -0.4869 1.5510 7.8489 0.42
H 0.5841 -0.6465 7.4329 0.43
H 1.0983 -1.3261 5.1101 0.49
C -0.3170 4.3499 -1.0325 -1.62
C -0.4371 2.9587 -0.6508 0.76
N -0.5282 1.8585 -0.3541 0.21
H -0.7290 4.9752 -0.2404 0.43
H -0.8724 4.5153 -1.9558 0.36
H 0.7354 4.5919 -1.1822 0.39
```

For the LUMO energy, the calculation gives -8.0 eV. As for the highest occupied orbital energy: -14.228 eV. The calculation puts the energy relative to the best compared isomer or geometry (same formula, charge and spin) at 0.0 kcal/mol. As for the total charge: +2. The calculation puts the maximum force at 0.01741 Eh/bohr.

(4)
Here is C33H24Br3ClN3O5Pd as an isolated structure from OMol25. Energies are from wB97M-V/def2-TZVPD.

```
70
Properties=species:S:1:pos:R:3:mulliken_charge:R:1
Pd -0.8746 -0.3871 0.1471 0.46
O -0.4674 -1.2482 -3.2325 -0.67
C 0.8476 -1.2494 -3.5400 0.35
C 1.2061 -0.9577 -4.8550 -0.64
C 2.5325 -0.9534 -5.2351 -0.45
C 3.5329 -1.2627 -4.3192 -0.92
C 3.1743 -1.5612 -3.0190 -0.71
C 1.8457 -1.5400 -2.5984 0.65
C 1.5298 -1.8672 -1.1367 0.13
O 0.2630 -2.0183 -0.7727 -0.50
N 2.1767 -0.6825 -0.3702 -0.23
N 1.4687 0.2090 0.2062 0.71
C 2.1176 1.2549 0.7366 -0.56
C 1.4711 2.3242 1.3609 0.35
Br -0.3727 2.3053 1.6511 -0.07
C 2.1786 3.4038 1.8594 -0.96
C 3.5536 3.7538 1.5858 0.58
C 4.2995 4.3468 2.6150 -0.50
C 5.6254 4.6746 2.4131 -0.57
C 6.2105 4.4614 1.1702 -0.40
C 5.4678 3.9291 0.1242 -0.60
C 4.1467 3.5745 0.3264 -0.41
H -0.5144 -1.5440 -2.2897 0.44
H 0.4188 -0.7450 -5.5643 0.44
H 2.7918 -0.7267 -6.2601 0.40
H 4.5680 -1.2929 -4.6239 0.42
H 3.9483 -1.8542 -2.3153 0.45
H 2.1699 -2.7058 -0.8157 0.25
H 3.1783 -0.5226 -0.4884 0.28
H 3.2027 1.2554 0.7306 0.65
H 1.6431 4.0536 2.5422 0.42
H 3.8361 4.5247 3.5759 0.42
H 6.2015 5.1091 3.2166 0.40
H 7.2428 4.7371 1.0085 0.40
H 5.9129 3.8122 -0.8535 0.41
H 3.5509 3.2220 -0.5043 0.64
C -2.7014 -3.2457 0.1451 -1.04
C -3.2730 -2.2803 -0.8375 0.47
C -4.4293 -2.5732 -1.5836 -1.12
C -4.9205 -1.6701 -2.4862 -0.95
C -4.2379 -0.4557 -2.6826 0.75
C -4.6200 0.5579 -3.6236 0.07
Br -6.1578 0.3474 -4.6448 -0.12
C -3.8670 1.7096 -3.8078 -0.33
C -2.7058 1.9122 -3.0892 -0.42
Br -1.6802 3.4350 -3.3596 -0.08
C -2.2494 0.9482 -2.1182 1.08
O -1.1831 1.0849 -1.4900 -0.43
C -3.0920 -0.2450 -1.9165 -0.03
N -2.6442 -1.1235 -1.0063 0.63
H -3.3214 -4.1335 0.2342 0.48
H -2.6137 -2.7630 1.1175 -0.03
H -1.6939 -3.5299 -0.1656 0.15
H -4.9249 -3.5204 -1.4295 0.51
H -5.8139 -1.8869 -3.0547 0.37
H -4.1907 2.4474 -4.5275 0.46
Cl -2.8802 -2.6333 8.2099 -0.20
C -2.5184 -2.1476 6.5822 0.39
C -3.5025 -2.2428 5.6109 -0.76
C -3.2101 -1.8447 4.3176 -0.23
C -1.9412 -1.3805 3.9963 0.22
C -0.9634 -1.3024 4.9810 -0.14
C -1.2499 -1.6742 6.2833 -0.79
C -1.6237 -0.9633 2.6060 0.68
O -0.4503 -1.1882 2.1587 -0.69
O -2.4895 -0.4053 1.8917 -0.65
H -4.4812 -2.6162 5.8730 0.42
H -3.9778 -1.8837 3.5567 0.45
H 0.0274 -0.9563 4.7235 0.42
H -0.5032 -1.6096 7.0601 0.41
```

Its multiplicity is 5. For the LUMO energy (spin up / spin down), the calculation gives -3.8 / -5.6 eV. As for the highest occupied orbital energy (spin up / spin down): -10.712 / -10.719 eV. As for the total charge: +1. The calculation puts the maximum force at 0.01333 Eh/bohr.